# 1
C40H65N9 | wB97M-V/def2-TZVPD

Values from the calculation:
Multiplicity ... 2
Frontier orbital gap (spin up / spin down) ... 1.31 / 7.75 eV
Net charge ... -1
Highest occupied orbital energy (spin up / spin down) ... 0.88 / -5.59 eV

Each line ends with the Mulliken spin population.
Atoms and positions in Å:
N1 -13.216 19.424 -14.155  -0.196
C1 -14.510 19.140 -13.856  0.343
C2 -15.186 20.349 -13.664  -0.355
C3 -14.265 21.370 -13.746  0.010
C4 -13.014 20.793 -14.098  0.083
H1 -12.491 18.739 -14.318  -0.062
H2 -14.795 18.099 -13.810  0.096
H3 -16.240 20.512 -13.496  0.078
H4 -14.506 22.412 -13.597  0.022
H5 -12.012 21.149 -14.287  0.021
N2 -20.681 23.432 -17.377  -0.507
C5 -21.719 23.209 -16.552  0.597
C6 -22.569 22.375 -17.336  0.028
C7 -21.908 22.030 -18.552  0.057
C8 -20.715 22.680 -18.533  0.088
H6 -19.858 23.953 -17.111  0.018
H7 -21.967 23.777 -15.667  -0.042
H8 -23.563 22.075 -17.037  0.031
H9 -22.299 21.335 -19.280  -0.062
H10 -19.858 22.521 -19.172  0.062
N3 -18.811 24.788 -14.615  0.080
C9 -18.454 25.612 -15.613  0.702
C10 -17.638 24.879 -16.559  -0.361
C11 -17.562 23.591 -16.085  0.490
C12 -18.205 23.563 -14.852  0.652
H11 -19.384 25.012 -13.815  -0.490
H12 -18.844 26.619 -15.619  -0.074
H13 -17.136 25.272 -17.432  -0.175
H14 -16.908 22.838 -16.501  -0.003
H15 -18.283 22.779 -14.113  -0.401
N4 -20.217 20.425 -16.306  -0.105
C13 -20.617 19.575 -15.295  -0.280
C14 -19.523 18.810 -14.855  0.210
C15 -18.407 19.290 -15.530  -0.159
C16 -18.848 20.188 -16.459  0.198
H16 -20.793 21.036 -16.866  0.053
H17 -21.653 19.548 -14.990  0.038
H18 -19.498 18.057 -14.081  0.097
H19 -17.378 18.970 -15.454  -0.084
H20 -18.214 20.631 -17.211  0.042
N5 -18.894 13.427 -12.587  -0.010
C17 -19.233 14.757 -12.556  0.085
C18 -19.852 14.992 -11.364  0.072
C19 -19.769 13.852 -10.587  -0.022
C20 -19.104 12.863 -11.386  0.053
H21 -18.452 12.998 -13.387  -0.003
H22 -19.267 15.384 -13.435  -0.007
H23 -20.367 15.889 -11.052  -0.067
H24 -20.128 13.749 -9.574  -0.023
H25 -18.919 11.848 -11.067  -0.015
N6 -25.204 20.121 -12.363  -0.195
C21 -24.084 20.789 -12.790  0.454
C22 -24.235 21.173 -14.111  -0.354
C23 -25.516 20.732 -14.504  0.008
C24 -26.130 20.055 -13.433  0.205
H26 -25.402 19.712 -11.461  -0.046
H27 -23.273 21.017 -12.114  -0.258
H28 -23.585 21.721 -14.779  0.376
H29 -25.974 20.872 -15.472  -0.066
H30 -27.105 19.596 -13.364  -0.030
N7 -23.793 19.143 -19.273  -0.008
C25 -24.928 18.621 -19.880  0.036
C26 -25.867 18.262 -18.949  -0.018
C27 -25.316 18.433 -17.683  0.002
C28 -24.028 18.980 -17.889  0.080
H31 -23.036 19.617 -19.743  -0.014
H32 -24.996 18.536 -20.954  -0.011
H33 -26.837 17.871 -19.218  -0.009
H34 -25.720 18.371 -16.684  0.007
H35 -23.208 19.400 -17.326  -0.030
C29 -16.705 22.634 -10.830  0.014
C30 -17.702 22.122 -9.807  0.076
N8 -19.007 21.794 -10.400  0.000
C31 -18.989 20.863 -11.561  -0.620
C32 -18.599 19.373 -11.282  0.069
C33 -19.958 21.248 -9.369  0.106
C34 -20.090 22.120 -8.138  0.024
H36 -17.143 23.310 -11.563  0.079
H37 -16.313 21.734 -11.303  0.016
H38 -15.886 23.172 -10.352  -0.038
H39 -17.220 21.277 -9.315  0.051
H40 -17.822 22.950 -9.108  -0.091
H41 -20.010 20.842 -11.943  0.177
H42 -18.367 21.276 -12.355  0.093
H43 -17.692 19.334 -10.680  -0.048
H44 -19.365 18.854 -10.706  -0.014
H45 -18.405 18.900 -12.245  0.013
H46 -19.673 20.266 -8.990  0.039
H47 -20.959 21.038 -9.746  0.219
H48 -20.228 23.140 -8.496  -0.061
H49 -19.215 22.038 -7.492  0.034
H50 -20.978 21.796 -7.596  -0.090
C35 -16.607 15.967 -14.889  -0.177
C36 -15.496 14.964 -14.776  -0.041
N9 -15.621 13.836 -15.680  -0.072
C37 -14.564 12.809 -15.535  0.030
C38 -14.436 12.148 -14.173  0.042
C39 -15.781 14.094 -17.112  0.062
C40 -14.649 14.644 -17.925  0.030
H51 -16.543 16.592 -15.780  0.045
H52 -16.597 16.648 -14.038  0.058
H53 -17.555 15.455 -15.053  -0.011
H54 -14.609 15.583 -14.909  0.065
H55 -15.514 14.645 -13.734  0.022
H56 -14.763 11.969 -16.201  -0.010
H57 -13.633 13.306 -15.809  0.013
H58 -13.994 12.834 -13.451  -0.012
H59 -15.335 11.677 -13.777  0.015
H60 -13.661 11.385 -14.251  -0.021
H61 -16.738 14.576 -17.313  0.000
H62 -16.003 13.115 -17.536  -0.004
H63 -15.008 15.056 -18.868  -0.025
H64 -13.933 13.852 -18.143  -0.003
H65 -14.091 15.427 -17.411  0.012

# 2
C4H8NO | wB97M-V/def2-TZVPD

Values from the calculation:
Frontier orbital gap ... 11.03 eV
SMILES ... C=C=C[NH2+]CO
Net charge ... +1
Energy relative to the best compared isomer or geometry (same formula, charge and spin) ... 2.510 eV
Highest occupied orbital energy ... -14.75 eV

Each line ends with the natural charge from an NBO analysis.
Atoms and positions in Å:
C1 2.008 -2.078 -1.062  -0.345
C2 1.307 -1.062 -0.807  0.052
C3 0.500 -0.046 -0.992  -0.188
C4 -1.438 1.089 0.579  0.119
N1 0.093 0.740 0.213  -0.541
O1 -1.423 1.276 1.952  -0.667
H1 3.066 -2.028 -1.392  0.269
H2 1.620 -2.956 -0.605  0.254
H3 -0.102 0.084 -1.902  0.257
H4 -1.787 2.054 0.151  0.228
H5 -2.067 0.308 0.333  0.196
H6 0.565 1.631 0.151  0.437
H7 0.487 0.229 0.995  0.438
H8 -1.408 0.392 2.417  0.490

# 3
C20H19N5O2Re | wB97M-V/def2-TZVPD

Values from the calculation:
Multiplicity ... 4
Frontier orbital gap (spin up / spin down) ... 6.78 / 3.81 eV
Net charge ... +4
Energy relative to the best compared isomer or geometry (same formula, charge and spin) ... 1.135 eV
Highest occupied orbital energy (spin up / spin down) ... -20.85 / -20.84 eV

Each line ends with the Mulliken spin population.
Atoms and positions in Å:
N1 0.738 -0.351 -1.640  0.033
C1 0.877 -0.337 -2.798  0.024
C2 1.191 -0.448 -4.192  -0.002
H1 1.953 -1.229 -4.334  0.000
H2 1.581 0.518 -4.547  0.000
H3 0.282 -0.707 -4.754  0.002
N2 -0.470 2.371 0.540  -0.250
C3 -0.780 3.472 0.815  0.515
C4 -1.855 4.387 1.107  0.005
H4 -1.656 5.306 0.534  0.018
H5 -1.818 4.621 2.183  0.019
H6 -2.842 3.960 0.837  0.031
N3 0.935 -0.733 1.394  0.022
C5 1.341 -1.358 2.285  0.028
C6 1.912 -2.159 3.324  -0.001
H7 1.127 -2.429 4.046  0.001
H8 2.698 -1.580 3.832  0.002
H9 2.348 -3.069 2.885  0.000
Re1 -0.409 0.601 0.124  1.398
C7 -1.612 0.356 1.600  -0.030
O1 -2.353 0.216 2.507  0.056
C8 -1.731 0.984 -1.222  -0.045
O2 -2.557 1.214 -2.017  0.064
C9 2.291 2.241 -1.214  -0.011
C10 2.969 1.089 -0.807  0.253
C11 3.100 0.790 0.539  0.245
C12 2.553 1.639 1.506  -0.012
C13 1.900 2.793 1.105  0.249
C14 1.769 3.094 -0.253  0.254
H10 2.270 2.532 -2.269  0.014
H11 3.517 0.492 -1.546  -0.006
H12 3.743 -0.043 0.847  -0.005
H13 2.730 1.458 2.571  0.013
H14 1.531 3.479 1.870  0.003
H15 1.296 4.024 -0.574  0.002
N4 -5.914 -3.158 -0.618  0.000
C15 -4.752 -3.113 -0.521  0.001
C16 -3.310 -3.038 -0.403  -0.005
C17 -2.517 -4.189 -0.369  0.007
C18 -1.139 -4.025 -0.309  0.006
C19 -0.596 -2.737 -0.287  0.012
N5 -1.365 -1.645 -0.228  0.089
C20 -2.698 -1.782 -0.302  -0.002
H16 -2.984 -5.174 -0.394  0.000
H17 -0.459 -4.869 -0.273  0.002
H18 0.486 -2.580 -0.299  0.006
H19 -3.322 -0.885 -0.283  -0.004

Record-wise maximum force values, in eV/A: 3.729; 3.670; 9.443